# 1
{"formula": "C74H154N6O16S5", "method": "ωB97M-V/def2-TZVPD", "elements": ["C", "C", "C", "S", "O", "O", "C", "H", "H", "H", "H", "H", "H", "H", "H", "C", "C", "C", "S", "O", "O", "C", "H", "H", "H", "H", "H", "H", "H", "H", "C", "C", "C", "S", "O", "O", "C", "H", "H", "H", "H", "H", "H", "H", "H", "C", "C", "C", "S", "O", "O", "C", "H", "H", "H", "H", "H", "H", "H", "H", "C", "C", "C", "S", "O", "O", "C", "H", "H", "H", "H", "H", "H", "H", "H", "C", "C", "C", "C", "C", "C", "N", "O", "C", "C", "C", "H", "H", "H", "H", "H", "H", "H", "H", "H", "H", "H", "H", "H", "H", "H", "H", "H", "H", "H", "C", "C", "C", "C", "C", "C", "N", "O", "C", "C", "C", "H", "H", "H", "H", "H", "H", "H", "H", "H", "H", "H", "H", "H", "H", "H", "H", "H", "H", "H", "C", "C", "C", "C", "C", "C", "N", "O", "C", "C", "C", "H", "H", "H", "H", "H", "H", "H", "H", "H", "H", "H", "H", "H", "H", "H", "H", "H", "H", "H", "C", "C", "C", "C", "C", "C", "N", "O", "C", "C", "C", "H", "H", "H", "H", "H", "H", "H", "H", "H", "H", "H", "H", "H", "H", "H", "H", "H", "H", "H", "C", "C", "C", "C", "C", "C", "N", "O", "C", "C", "C", "H", "H", "H", "H", "H", "H", "H", "H", "H", "H", "H", "H", "H", "H", "H", "H", "H", "H", "H", "C", "C", "C", "C", "C", "C", "N", "O", "C", "C", "C", "H", "H", "H", "H", "H", "H", "H", "H", "H", "H", "H", "H", "H", "H", "H", "H", "H", "H", "H"], "xyz": [[5.30, -2.00, 1.14], [5.53, -3.03, 0.03], [6.10, -4.27, 0.67], [6.96, -3.73, 2.23], [8.38, -3.68, 1.93], [6.38, -4.42, 3.42], [6.42, -1.97, 2.22], [4.34, -2.01, 1.66], [5.29, -1.01, 0.67], [6.25, -2.53, -0.62], [4.59, -3.25, -0.49], [6.83, -4.79, 0.05], [5.23, -4.87, 0.95], [7.34, -1.49, 1.87], [6.24, -1.77, 3.27], [4.32, 1.00, -4.80], [5.10, 2.17, -4.25], [4.10, 3.34, -4.19], [2.46, 2.61, -3.51], [1.28, 2.96, -4.38], [2.45, 2.90, -2.11], [3.00, 0.86, -3.96], [4.85, 0.06, -4.65], [4.08, 1.01, -5.87], [5.95, 2.39, -4.90], [5.54, 1.93, -3.28], [3.85, 3.65, -5.21], [4.54, 4.19, -3.66], [2.17, 0.41, -4.49], [3.14, 0.30, -3.04], [-3.42, -3.99, -1.59], [-4.93, -4.25, -1.42], [-5.06, -5.71, -1.96], [-3.67, -6.70, -1.03], [-3.06, -7.67, -1.93], [-4.04, -7.10, 0.30], [-2.68, -5.13, -0.80], [-3.30, -3.01, -1.12], [-3.04, -3.86, -2.60], [-5.46, -3.49, -1.99], [-5.32, -4.36, -0.41], [-4.88, -5.86, -3.03], [-5.96, -6.29, -1.76], [-1.73, -5.42, -1.24], [-2.56, -4.91, 0.26], [2.66, -4.77, 2.44], [2.62, -6.08, 3.31], [1.30, -6.78, 3.13], [0.05, -5.44, 2.84], [-0.70, -5.26, 4.08], [-0.49, -5.64, 1.50], [1.37, -4.06, 2.79], [2.65, -4.98, 1.37], [3.44, -4.08, 2.75], [2.67, -5.78, 4.36], [3.52, -6.65, 3.12], [1.02, -7.51, 3.89], [1.36, -7.36, 2.21], [1.27, -3.66, 3.79], [0.99, -3.28, 2.12], [-3.30, -0.95, -4.44], [-4.63, -1.36, -3.79], [-5.69, -0.54, -4.54], [-5.22, -0.34, -6.27], [-5.18, 1.12, -6.47], [-5.89, -1.28, -7.19], [-3.54, -1.07, -5.96], [-2.48, -1.59, -4.11], [-2.98, 0.07, -4.23], [-4.75, -1.24, -2.72], [-4.87, -2.38, -4.07], [-5.63, 0.47, -4.15], [-6.69, -0.96, -4.40], [-2.81, -0.63, -6.64], [-3.64, -2.12, -6.23], [-1.89, -2.24, 4.02], [-1.78, -1.57, 5.43], [-3.20, -0.96, 5.77], [-3.44, -0.63, 7.22], [-3.08, -1.84, 8.05], [-1.68, -2.46, 7.82], [-1.48, -2.72, 6.33], [-0.28, -3.34, 6.01], [-0.69, -1.49, 8.47], [-1.77, -3.84, 8.62], [-0.60, -0.56, 5.33], [-2.36, -1.64, 3.24], [-2.39, -3.21, 4.04], [-0.98, -2.55, 3.51], [-3.22, -0.02, 5.22], [-4.09, -1.56, 5.58], [-4.43, -0.22, 7.38], [-2.76, 0.17, 7.53], [-3.78, -2.66, 7.91], [-3.16, -1.68, 9.12], [-0.67, -0.50, 8.02], [-0.83, -1.47, 9.55], [0.33, -1.86, 8.41], [-2.41, -4.59, 8.16], [-0.84, -4.40, 8.65], [-2.05, -3.55, 9.63], [0.40, -1.01, 5.34], [-0.68, 0.29, 6.02], [-0.61, -0.05, 4.37], [-0.51, -4.25, 5.81], [1.33, -4.05, -7.77], [1.37, -4.89, -6.48], [1.58, -3.99, -5.28], [0.27, -3.22, -4.85], [-0.81, -4.29, -4.57], [-1.02, -5.41, -5.66], [0.24, -5.85, -6.32], [0.04, -6.69, -7.40], [-1.62, -6.69, -4.87], [-2.09, -4.91, -6.61], [2.62, -5.83, -6.45], [0.65, -3.19, -7.79], [1.02, -4.66, -8.62], [2.30, -3.69, -8.11], [2.04, -4.57, -4.49], [2.35, -3.27, -5.56], [-0.01, -2.63, -5.72], [0.30, -2.61, -3.95], [-1.66, -3.60, -4.52], [-0.73, -4.66, -3.55], [-0.88, -7.07, -4.17], [-2.50, -6.38, -4.31], [-1.89, -7.50, -5.56], [-1.64, -4.43, -7.47], [-2.71, -5.73, -6.97], [-2.74, -4.19, -6.12], [2.73, -6.37, -7.39], [2.68, -6.54, -5.63], [3.55, -5.27, -6.42], [0.60, -7.46, -7.25], [-1.63, 4.58, 1.81], [-1.86, 4.61, 3.36], [-2.36, 6.11, 3.67], [-3.01, 6.21, 5.01], [-4.10, 5.16, 5.14], [-3.62, 3.64, 4.98], [-2.95, 3.61, 3.64], [-2.53, 2.30, 3.44], [-2.74, 3.14, 6.20], [-4.99, 2.77, 4.93], [-0.50, 4.30, 4.19], [-2.56, 4.42, 1.27], [-1.11, 3.69, 1.45], [-1.25, 5.47, 1.31], [-1.44, 6.69, 3.74], [-3.03, 6.44, 2.87], [-3.40, 7.23, 4.96], [-2.32, 6.04, 5.83], [-4.84, 5.32, 4.35], [-4.81, 5.22, 5.97], [-3.25, 2.61, 7.01], [-1.93, 2.44, 6.01], [-2.32, 4.02, 6.69], [-5.43, 2.57, 5.90], [-5.81, 3.07, 4.27], [-4.75, 1.76, 4.61], [0.36, 4.78, 3.73], [-0.20, 3.26, 4.27], [-0.57, 4.69, 5.21], [-2.96, 2.16, 2.59], [1.06, -0.27, 1.73], [1.47, -0.06, 0.26], [1.52, -1.45, -0.39], [0.11, -2.01, -0.71], [-0.73, -1.06, -1.68], [-0.77, 0.29, -1.07], [0.55, 0.81, -0.50], [0.56, 2.09, -0.05], [-1.30, 1.25, -2.23], [-1.92, 0.22, 0.00], [2.89, 0.60, 0.29], [1.86, -0.77, 2.29], [0.32, -1.06, 1.89], [0.81, 0.68, 2.20], [2.15, -1.49, -1.28], [2.00, -2.14, 0.30], [-0.47, -2.14, 0.20], [0.17, -2.96, -1.24], [-1.67, -1.58, -1.85], [-0.10, -1.05, -2.57], [-1.27, 2.33, -2.11], [-0.84, 1.02, -3.19], [-2.35, 0.96, -2.35], [-1.67, -0.13, 1.00], [-2.37, 1.20, 0.14], [-2.70, -0.51, -0.24], [3.50, -0.04, 0.93], [2.88, 1.59, 0.76], [3.28, 0.65, -0.73], [1.05, 2.43, -0.80], [-3.59, 3.41, -4.62], [-3.25, 4.85, -4.18], [-4.18, 5.14, -2.91], [-3.82, 6.41, -2.00], [-2.35, 6.28, -1.68], [-1.38, 6.10, -2.85], [-1.84, 4.97, -3.66], [-0.92, 4.52, -4.64], [-1.28, 7.42, -3.56], [0.05, 5.66, -2.25], [-3.58, 5.80, -5.33], [-3.02, 3.11, -5.50], [-4.65, 3.15, -4.65], [-3.27, 2.70, -3.87], [-5.18, 5.31, -3.28], [-4.14, 4.26, -2.27], [-4.49, 6.53, -1.15], [-4.09, 7.29, -2.59], [-2.29, 5.39, -1.05], [-2.23, 7.20, -1.12], [-0.62, 7.99, -2.90], [-0.79, 7.30, -4.53], [-2.19, 8.00, -3.69], [-0.10, 4.98, -1.40], [0.72, 5.18, -2.96], [0.50, 6.54, -1.80], [-3.11, 6.78, -5.25], [-4.65, 5.93, -5.49], [-3.21, 5.44, -6.29], [-0.41, 3.83, -4.20], [5.59, 2.92, -0.68], [5.58, 3.59, 0.76], [4.32, 4.48, 0.67], [3.77, 4.90, 2.05], [3.53, 3.62, 2.85], [4.74, 2.77, 3.17], [5.47, 2.62, 1.86], [6.33, 1.51, 1.74], [5.61, 3.40, 4.30], [4.31, 1.39, 3.75], [6.83, 4.46, 0.91], [6.48, 2.29, -0.75], [5.78, 3.69, -1.43], [4.72, 2.34, -0.99], [4.50, 5.46, 0.23], [3.49, 3.95, 0.19], [2.81, 5.38, 1.84], [4.42, 5.59, 2.58], [2.86, 2.89, 2.39], [3.11, 3.99, 3.79], [4.90, 3.47, 5.12], [6.48, 2.78, 4.51], [5.92, 4.42, 4.08], [5.19, 0.78, 3.93], [3.78, 1.33, 4.70], [3.87, 0.79, 2.95], [6.86, 5.15, 0.07], [7.74, 3.87, 0.81], [6.91, 5.04, 1.83], [5.69, 0.85, 1.45]], "lumo_ev": [-2.50, -6.51], "charge": 1, "spin_multiplicity": 2, "homo_lumo_gap_ev": [6.9, 2.9], "s2": 0.755, "homo_energy_ev": [-9.364, -9.364]}

---

# 2
{"formula": "C2H4N3O", "method": "ωB97M-V/def2-TZVPD", "elements": ["C", "C", "N", "N", "N", "O", "H", "H", "H", "H"], "xyz": [[-1.07, -1.33, -0.05], [1.38, 0.55, -0.05], [-2.12, -0.71, -0.07], [-0.92, 1.20, 0.07], [-0.01, 0.38, 0.13], [-2.13, 0.63, 0.06], [-0.66, -2.27, 0.04], [1.75, 1.47, -0.41], [1.98, 0.33, 0.90], [1.80, -0.24, -0.63]], "lumo_ev": -5.94, "e_above_lowest_kj_mol": 548.6, "charge": 1, "homo_lumo_gap_ev": 11.3, "homo_energy_ev": -17.229}

---

# 3
{"formula": "C20H43N2OP3SSc", "method": "ωB97M-V/def2-TZVPD", "elements": ["Sc", "P", "P", "P", "H", "C", "C", "H", "C", "C", "C", "C", "C", "C", "C", "C", "C", "H", "H", "H", "H", "H", "H", "H", "H", "H", "H", "H", "H", "H", "H", "H", "H", "H", "H", "H", "H", "H", "H", "H", "H", "H", "H", "H", "H", "H", "C", "C", "C", "C", "C", "C", "O", "H", "H", "H", "H", "H", "H", "S", "C", "N", "C", "C", "N", "H", "H", "H", "H", "H", "H"], "xyz": [[0.21, -2.90, -1.08], [1.52, -0.94, -2.12], [0.35, 1.54, 2.49], [0.07, 3.26, -1.25], [-2.13, -4.23, -1.43], [-1.73, -3.27, -1.80], [-0.77, -3.23, -2.90], [-0.36, -4.17, -3.32], [2.58, -2.47, -2.15], [2.64, 0.31, -1.38], [1.50, -0.44, -3.88], [-0.29, 1.11, 4.14], [1.43, 0.14, 2.01], [1.45, 2.98, 2.72], [-0.83, 3.01, -2.83], [1.19, 4.64, -1.69], [-1.21, 4.26, -0.37], [-2.42, -2.43, -1.65], [-0.79, -2.41, -3.63], [2.02, -3.44, -2.05], [3.36, -2.41, -1.38], [3.05, -2.49, -3.15], [3.03, -0.05, -0.43], [2.08, 1.23, -1.20], [3.48, 0.51, -2.05], [0.77, -1.04, -4.43], [2.50, -0.58, -4.31], [1.21, 0.62, -3.95], [-0.05, 1.91, 4.87], [0.13, 0.15, 4.47], [-1.38, 1.02, 4.05], [2.48, 0.40, 2.15], [1.23, -0.07, 0.95], [1.20, -0.75, 2.60], [1.02, 3.67, 3.47], [1.53, 3.50, 1.75], [2.44, 2.67, 3.06], [-0.52, 3.77, -3.56], [-1.92, 3.07, -2.67], [-0.59, 2.01, -3.22], [0.78, 5.21, -2.53], [2.16, 4.21, -1.97], [1.32, 5.29, -0.81], [-1.62, 5.01, -1.06], [-0.74, 4.73, 0.50], [-2.00, 3.59, -0.03], [-2.75, 0.78, 0.05], [-3.93, 0.96, 0.76], [-5.09, 1.05, -0.01], [-4.99, 0.81, -1.40], [-3.81, 0.37, -2.03], [-2.65, 0.29, -1.26], [-1.63, 1.48, 0.49], [-1.46, 1.25, 1.43], [-3.87, 1.16, 1.83], [-6.04, 1.32, 0.47], [-5.88, 0.98, -2.00], [-3.75, 0.15, -3.11], [-1.65, 0.06, -1.64], [0.36, -4.82, 0.43], [1.05, -4.14, 1.90], [0.42, -3.41, 2.86], [1.18, -3.39, 4.11], [2.49, -4.07, 3.72], [2.27, -4.43, 2.33], [-0.57, -3.21, 2.82], [0.67, -3.93, 4.90], [1.35, -2.36, 4.45], [2.68, -4.96, 4.34], [3.35, -3.41, 3.81], [2.89, -5.04, 1.79]], "lumo_ev": [-12.34, -12.13], "e_above_lowest_kj_mol": 406.7, "charge": 3, "homo_lumo_gap_ev": [2.3, 2.8], "homo_energy_ev": [-14.626, -14.895]}

---

# 4
{"formula": "C5H5N", "method": "ωB97M-V/def2-TZVPD", "elements": ["N", "C", "C", "C", "C", "C", "H", "H", "H", "H", "H"], "xyz": [[-1.62, -0.11, -0.23], [-1.07, -0.24, 1.00], [0.31, -0.19, 1.23], [1.15, 0.04, 0.17], [0.60, 0.21, -1.11], [-0.73, 0.11, -1.28], [-1.68, -0.30, 1.89], [0.76, -0.32, 2.20], [2.21, 0.10, 0.41], [1.17, 0.52, -1.98], [-1.09, 0.18, -2.29]], "lumo_ev": 0.95, "e_above_lowest_kj_mol": 27.0, "charge": 0, "homo_lumo_gap_ev": 10.8, "homo_energy_ev": -9.855}

---

# 5
{"formula": "C2H5BrO3S", "method": "ωB97M-V/def2-TZVPD", "elements": ["C", "C", "O", "O", "O", "S", "Br", "H", "H", "H", "H", "H"], "xyz": [[1.49, -1.06, 0.33], [1.29, -0.01, -0.58], [-2.77, 1.86, 0.14], [-0.45, 1.25, 0.87], [0.39, 0.11, -1.39], [-1.32, 1.04, -0.27], [-2.05, -1.06, -0.04], [0.96, -2.01, -0.03], [1.23, -0.81, 1.38], [2.54, -1.22, 0.16], [2.27, 0.58, -0.72], [-3.59, 1.33, 0.16]], "lumo_ev": -0.14, "e_above_lowest_kj_mol": 64.9, "charge": 0, "homo_lumo_gap_ev": 9.9, "homo_energy_ev": -10.068}

---

# 6
{"formula": "C4H10NO", "method": "ωB97M-V/def2-TZVPD", "elements": ["C", "C", "C", "C", "N", "H", "H", "H", "H", "H", "H", "H", "H", "H", "H", "O"], "xyz": [[-2.27, 0.28, -0.67], [-1.27, -0.44, 0.16], [-1.60, -1.18, 1.22], [0.84, 0.03, -1.10], [0.16, -0.39, -0.09], [-3.21, -0.23, -0.77], [-2.55, 1.34, -0.23], [-1.92, 0.69, -1.62], [-0.99, -2.00, 1.49], [-2.62, -1.11, 1.57], [1.78, -0.51, -1.28], [0.32, 0.50, -1.93], [0.67, -0.79, 0.70], [3.68, 2.06, 0.76], [3.90, 0.63, 0.32], [3.18, 1.27, 0.50]], "lumo_ev": -5.40, "e_above_lowest_kj_mol": 217.1, "charge": 1, "homo_lumo_gap_ev": 8.8, "homo_energy_ev": -14.200}

---

# 7
{"formula": "C25H20I2N5OSr", "method": "ωB97M-V/def2-TZVPD", "elements": ["Sr", "C", "C", "N", "C", "C", "C", "C", "C", "C", "C", "N", "C", "C", "C", "C", "C", "C", "C", "C", "N", "C", "H", "H", "H", "H", "H", "H", "H", "H", "H", "H", "H", "H", "I", "C", "I", "H", "H", "N", "C", "O", "C", "C", "C", "N", "C", "C", "H", "H", "H", "H", "H", "H"], "xyz": [[1.06, -1.11, -0.04], [-1.79, -3.84, -2.28], [-0.66, -3.26, -1.70], [-0.72, -2.33, -0.76], [-1.92, -1.90, -0.30], [-3.12, -2.44, -0.84], [-3.02, -3.42, -1.85], [-4.37, -2.01, -0.37], [-4.40, -1.08, 0.63], [-3.24, -0.55, 1.18], [-1.96, -0.91, 0.76], [-0.75, -0.46, 1.21], [-0.47, 0.42, 2.22], [-1.35, 1.15, 3.02], [-0.94, 2.04, 4.00], [0.39, 2.28, 4.25], [1.35, 1.58, 3.51], [2.73, 1.75, 3.73], [3.64, 1.04, 2.99], [3.15, 0.16, 2.03], [1.87, -0.02, 1.79], [0.94, 0.65, 2.49], [-1.67, -4.59, -3.04], [0.33, -3.56, -2.01], [-3.92, -3.84, -2.27], [-5.28, -2.41, -0.79], [-5.35, -0.74, 1.03], [-3.39, 0.16, 1.97], [-2.41, 1.05, 2.92], [-1.70, 2.55, 4.57], [0.69, 2.97, 5.02], [3.05, 2.44, 4.50], [4.70, 1.15, 3.14], [3.85, -0.41, 1.42], [3.57, -3.57, -0.44], [3.02, -4.74, 1.28], [1.30, -4.02, 2.37], [3.87, -4.73, 1.95], [2.79, -5.74, 0.92], [0.74, 4.08, -5.38], [0.58, 4.25, -4.05], [0.45, 5.33, -3.53], [0.60, 2.99, -3.22], [0.77, 1.70, -3.72], [0.87, 0.64, -2.83], [0.80, 0.79, -1.51], [0.59, 2.01, -1.03], [0.48, 3.13, -1.83], [0.76, 4.91, -5.95], [0.83, 3.20, -5.84], [0.84, 1.49, -4.77], [1.01, -0.36, -3.19], [0.50, 2.08, 0.05], [0.32, 4.10, -1.41]], "lumo_ev": -3.31, "e_above_lowest_kj_mol": 57.7, "charge": 1, "homo_lumo_gap_ev": 5.9, "homo_energy_ev": -9.191}

---

# 8
{"formula": "H8O4", "method": "ωB97M-V/def2-TZVPD", "elements": ["O", "H", "H", "O", "H", "H", "O", "H", "H", "O", "H", "H"], "xyz": [[2.51, -1.23, 0.19], [3.18, -1.76, -0.23], [2.52, -0.40, -0.28], [-0.98, 0.46, 0.95], [-0.86, 1.18, 1.57], [-0.23, 0.53, 0.36], [1.17, 0.81, -1.04], [0.67, 0.82, -1.86], [1.47, 1.72, -0.94], [-3.11, -1.09, 0.51], [-2.45, -0.40, 0.58], [-3.89, -0.65, 0.18]], "lumo_ev": [-3.41, -11.55], "e_above_lowest_kj_mol": 68.9, "charge": 1, "spin_multiplicity": 2, "homo_lumo_gap_ev": [13.1, 2.6], "s2": 0.756, "homo_energy_ev": [-16.531, -14.138]}

---

# 9
{"formula": "C3H8N2O", "method": "ωB97M-V/def2-TZVPD", "elements": ["C", "C", "N", "H", "H", "H", "H", "H", "C", "N", "O", "H", "H", "H"], "xyz": [[1.46, -3.14, -2.92], [1.39, -2.46, -1.70], [0.47, -2.63, -0.81], [0.59, -3.59, -3.37], [2.42, -3.19, -3.39], [2.10, -1.65, -1.49], [0.63, -2.26, 0.13], [-0.06, -3.50, -0.81], [-1.50, 4.31, 2.73], [-1.57, 3.11, 2.07], [-0.99, 5.28, 2.22], [-1.96, 4.30, 3.73], [-1.84, 2.23, 2.46], [-1.14, 3.19, 1.16]], "lumo_ev": [-4.72, -7.84], "e_above_lowest_kj_mol": 35.2, "charge": 1, "spin_multiplicity": 2, "homo_lumo_gap_ev": [7.2, 4.1], "s2": 0.761, "homo_energy_ev": [-11.904, -11.904]}

---

# 10
{"formula": "C3H7NO3", "method": "ωB97M-V/def2-TZVPD", "elements": ["O", "C", "O", "C", "C", "O", "N", "H", "H", "H", "H", "H", "H", "H"], "xyz": [[2.05, 0.36, 1.04], [1.34, -0.41, 0.42], [1.55, -1.72, 0.28], [0.10, 0.01, -0.30], [-0.74, 1.17, 0.38], [-1.87, 1.49, -0.51], [-0.87, -1.11, -0.65], [2.52, -2.00, 0.38], [0.35, 0.41, -1.29], [0.02, 1.94, 0.49], [-1.03, 0.98, 1.44], [-1.39, 1.89, -1.29], [-0.38, -1.98, -0.30], [-1.66, -1.02, -0.08]], "lumo_ev": 0.45, "e_above_lowest_kj_mol": 188.5, "charge": 0, "homo_lumo_gap_ev": 10.0, "homo_energy_ev": -9.585}

---

Result set for largest force on an atom: 4.70 5.33 3.23 2.88 4.22 4.08 3.25 3.03 1.53 3.39 eV/A, one per record in the order listed.